(1)
Here is a cluster of 2 separate species, C4H7NO in total at a distorted geometry from the OMol25 dataset. Energies are from wB97M-V/def2-TZVPD.

```
13
Properties=species:S:1:pos:R:3:forces:R:3
N -1.510949 2.346263 -0.147469 0.0557 -1.0892 0.1838
C -1.396763 1.214961 0.062383 -0.0664 0.9133 -0.1606
C -1.234410 -0.222029 0.316946 -0.0576 -0.0597 0.0716
C -0.067922 -0.835753 -0.459911 -0.0201 -0.1349 0.0547
C 1.279550 -0.571361 0.174081 0.0682 -0.6918 0.6046
O 1.423455 -0.388253 1.361853 -0.0262 -0.7680 -0.3213
H -1.052539 -0.364939 1.385920 -0.0848 0.0363 -0.0908
H -2.172352 -0.720986 0.056477 0.1166 0.0758 0.0506
H -0.122414 -1.927529 -0.378524 -0.2266 -0.0442 -0.1510
H -0.104237 -0.590956 -1.528547 0.1898 0.0401 0.2569
H 2.139516 -0.657965 -0.523372 -0.0637 -0.0940 0.2505
H 1.396913 1.303135 0.213569 0.0471 1.0011 -0.6517
H 1.286035 1.353117 -0.520009 0.0681 0.8152 -0.0973
```
Forces are in eV/Å.

SMILES string: N#CCCC=O.[H][H]
relative energy (zero: lowest compared OMol25 entry of this formula, charge and spin): 64.5 kcal per mole
energy: -286.5289 a.u.
charge: 0
gap between HOMO and LUMO: 11.1 eV
molar mass: 85.1 g mol⁻¹
LUMO level: 0.75 eV


(2)
Here is a structure of composition C22H41N2O5ReSbSi3 from the OMol25 dataset. Energies are from wB97M-V/def2-TZVPD.

```
75
Properties=species:S:1:pos:R:3:forces:R:3
Re 0.465280 0.077239 1.430475 -0.0990 -0.1226 -0.3328
O 4.162139 0.162198 2.674301 -0.0276 -0.0224 -0.0107
C 3.177714 0.628485 2.214041 0.0108 0.0419 0.0349
O 2.341674 -0.153959 1.419102 -0.0257 -0.0072 -0.0193
C 2.764015 2.092670 2.277176 0.0011 -0.0237 -0.0597
C 2.408835 2.507114 0.836420 -0.0045 0.0002 0.0363
C 2.494965 4.005972 0.640666 0.0032 0.0043 -0.0023
C 1.312755 4.496677 1.502617 -0.0137 0.0087 -0.0077
C 0.657867 3.194393 1.938861 0.0134 -0.0077 0.0116
O 0.957838 2.255530 0.832601 0.0053 0.0347 0.0015
C 1.431274 2.474676 3.041292 -0.0369 0.0118 0.0093
C 0.668190 1.217100 3.412563 0.0488 0.0874 0.1035
O 1.120101 0.303103 4.057607 -0.0108 0.0345 0.0776
O -0.539039 1.030976 2.743626 0.0554 -0.0171 0.0088
H 3.614354 2.637873 2.678356 0.0011 0.0030 0.0046
H 2.875402 1.894878 0.070981 -0.0025 0.0009 -0.0225
H 2.355978 4.259556 -0.409328 0.0082 0.0163 0.0169
H 3.459941 4.395525 0.958465 0.0008 -0.0021 -0.0024
H 0.618446 5.107602 0.930120 0.0044 -0.0003 0.0009
H 1.626884 5.078912 2.367541 -0.0016 -0.0034 0.0025
H -0.413918 3.234841 2.089232 -0.0021 -0.0006 -0.0006
H 1.631208 3.070566 3.930451 0.0028 -0.0056 0.0012
N -0.546060 -5.642348 3.585312 0.0008 -0.0006 -0.0002
C -0.315243 -4.433827 3.073390 -0.0063 -0.0029 0.0003
C 0.919637 -3.774407 3.262113 0.0089 -0.0057 0.0076
C 1.116021 -2.532842 2.741406 -0.0167 0.0258 -0.0160
N 0.176110 -1.881184 2.000754 -0.0031 -0.0480 0.0555
C -1.005391 -2.518343 1.809700 0.0135 0.0465 0.0132
C -1.291479 -3.749963 2.313066 0.0050 -0.0080 0.0041
H 0.148740 -6.115044 4.138560 0.0005 -0.0003 0.0001
H -1.433046 -6.101652 3.467848 0.0000 0.0014 -0.0005
H 1.711864 -4.237903 3.833730 0.0011 0.0012 -0.0001
H 2.049765 -2.012190 2.896362 0.0008 -0.0103 -0.0002
H -1.743684 -1.986791 1.225849 0.0470 0.0040 0.0604
H -2.260846 -4.191918 2.127165 -0.0033 0.0011 -0.0027
C -1.109726 1.663315 -4.163693 0.0042 0.0113 -0.0036
Si -0.261331 2.072352 -2.559630 -0.0223 0.0152 0.0050
C 1.565382 2.311751 -2.826581 0.0021 -0.0104 0.0080
C -1.081936 3.482545 -1.661979 0.0115 -0.0322 0.0292
Sb -0.555514 -0.054691 -1.075488 0.0520 -0.0103 0.1197
Si 0.818519 -2.031001 -2.136449 -0.0874 0.0271 -0.0048
C 2.586780 -1.614386 -1.759955 0.0651 -0.0308 0.0044
C 0.280282 -3.622401 -1.337798 0.0049 0.0117 -0.0136
C 0.428167 -1.952191 -3.952175 -0.0146 -0.0175 0.0149
Si -3.139528 -0.415068 -0.711509 0.0703 0.0468 -0.0140
C -3.517553 0.581459 0.817680 -0.0076 0.0034 0.0049
C -3.940249 0.299939 -2.227179 -0.0250 0.0019 0.0377
C -3.506943 -2.241033 -0.518200 -0.0380 -0.0149 -0.0377
H -0.895158 2.467620 -4.873694 0.0029 0.0017 0.0032
H -2.192410 1.596972 -4.066134 0.0064 -0.0079 0.0060
H -0.743757 0.736093 -4.604921 -0.0031 -0.0066 -0.0109
H 1.719575 3.188667 -3.461640 -0.0124 -0.0018 -0.0064
H 2.007205 1.457329 -3.342715 0.0059 0.0024 0.0003
H 2.113069 2.476995 -1.900112 -0.0005 -0.0159 -0.0001
H -1.030691 4.388772 -2.271066 0.0131 -0.0085 -0.0162
H -0.591377 3.683353 -0.709598 -0.0089 0.0071 -0.0041
H -2.137140 3.279094 -1.470251 -0.0057 -0.0012 -0.0018
H 2.816457 -1.686318 -0.695701 -0.0095 0.0175 0.0001
H 2.863118 -0.617673 -2.108472 -0.0078 0.0001 -0.0026
H 3.225033 -2.332729 -2.283543 0.0127 0.0137 0.0059
H 0.423773 -3.610674 -0.256366 0.0105 -0.0009 -0.0079
H 0.897253 -4.430462 -1.741940 0.0024 0.0027 -0.0034
H -0.759512 -3.868374 -1.555407 -0.0123 0.0087 -0.0027
H 0.790167 -1.029768 -4.408117 0.0060 0.0070 0.0099
H -0.640077 -2.046688 -4.153332 0.0014 0.0015 -0.0030
H 0.932601 -2.782229 -4.454974 -0.0001 -0.0038 0.0051
H -3.224365 1.626319 0.695728 -0.0025 -0.0011 -0.0153
H -3.037758 0.202785 1.722625 0.0211 -0.0343 -0.0100
H -4.596871 0.561862 0.995077 -0.0008 0.0010 -0.0103
H -3.738627 1.365914 -2.339430 -0.0035 -0.0077 0.0059
H -5.023151 0.179805 -2.125420 0.0010 0.0027 -0.0001
H -3.638805 -0.216136 -3.139219 0.0148 -0.0042 -0.0073
H -4.081322 -2.414787 0.395079 -0.0053 0.0039 -0.0014
H -2.621739 -2.875200 -0.488454 -0.0231 -0.0115 -0.0527
H -4.120134 -2.574650 -1.357467 0.0028 -0.0014 -0.0030
```
Forces are in eV/Å.

expectation value of S²: 0.757
relative energy (zero: lowest compared OMol25 entry of this formula, charge and spin): 0.4 kcal per mole
spin multiplicity: 2
energy: -2535.2262 a.u.
charge: +2
gap between HOMO and LUMO (spin up / spin down): 7.3 / 7.5 eV
molar mass: 805.8 g mol⁻¹
LUMO level (spin up / spin down): -6.77 / -6.60 eV


What did the first record say?
Here is a cluster of 2 separate species, C4H7NO in total at a distorted geometry from the OMol25 dataset. Energies are from wB97M-V/def2-TZVPD.

```
13
Properties=species:S:1:pos:R:3:forces:R:3
N -1.510949 2.346263 -0.147469 0.0557 -1.0892 0.1838
C -1.396763 1.214961 0.062383 -0.0664 0.9133 -0.1606
C -1.234410 -0.222029 0.316946 -0.0576 -0.0597 0.0716
C -0.067922 -0.835753 -0.459911 -0.0201 -0.1349 0.0547
C 1.279550 -0.571361 0.174081 0.0682 -0.6918 0.6046
O 1.423455 -0.388253 1.361853 -0.0262 -0.7680 -0.3213
H -1.052539 -0.364939 1.385920 -0.0848 0.0363 -0.0908
H -2.172352 -0.720986 0.056477 0.1166 0.0758 0.0506
H -0.122414 -1.927529 -0.378524 -0.2266 -0.0442 -0.1510
H -0.104237 -0.590956 -1.528547 0.1898 0.0401 0.2569
H 2.139516 -0.657965 -0.523372 -0.0637 -0.0940 0.2505
H 1.396913 1.303135 0.213569 0.0471 1.0011 -0.6517
H 1.286035 1.353117 -0.520009 0.0681 0.8152 -0.0973
```
Forces are in eV/Å.

SMILES string: N#CCCC=O.[H][H]
relative energy (zero: lowest compared OMol25 entry of this formula, charge and spin): 64.5 kcal per mole
energy: -286.5289 a.u.
charge: 0
gap between HOMO and LUMO: 11.1 eV
molar mass: 85.1 g mol⁻¹
LUMO level: 0.75 eV